No. 1
Entry from the OMol25 dataset: a gas-phase ion, C18H22NO2 (charge +1) at a distorted geometry (ωB97M-V/def2-TZVPD).

Calculated values
- SMILES string = C[C@H]1CCc2c(CO)c[n+](CCc3ccc(O)cc3)cc21
- energy relative to the best compared isomer or geometry (same formula, charge and spin) (kcal per mole) = 10.99
- charge = +1
- largest force on an atom (eV/A) = 3.92
- E (Eh) = -904.0434
- HOMO energy (eV) = -11.25
- frontier orbital gap (Eh) = 0.275
- M (g mol⁻¹) = 284.4

XYZ file:
```
43
C18H22NO2 | the OMol25 dataset | ωB97M-V/def2-TZVPD
C -1.78 -1.31 -4.65
C -0.94 -2.13 -3.63
C 0.40 -2.60 -4.33
C 1.64 -2.35 -3.45
C 1.11 -1.48 -2.46
C 1.92 -0.75 -1.56
C 3.43 -1.06 -1.54
O 3.96 -0.51 -2.68
C 1.32 0.08 -0.57
N -0.02 0.28 -0.66
C -0.78 1.31 0.18
C -1.29 0.74 1.52
C -0.38 0.27 2.53
C 0.65 1.10 2.88
C 1.53 0.83 3.89
C 1.38 -0.30 4.65
O 2.26 -0.69 5.60
C 0.33 -1.17 4.40
C -0.58 -0.83 3.35
C -0.79 -0.32 -1.63
C -0.28 -1.36 -2.50
H -2.85 -1.15 -4.11
H -1.33 -0.30 -4.79
H -1.94 -1.81 -5.60
H -1.46 -3.04 -3.28
H 0.58 -2.09 -5.29
H 0.42 -3.69 -4.47
H 2.40 -1.87 -4.08
H 1.95 -3.34 -3.08
H 3.89 -0.56 -0.64
H 3.82 -2.13 -1.46
H 4.88 -0.84 -2.86
H 1.96 0.57 0.22
H -0.07 2.24 0.39
H -1.63 1.70 -0.40
H -1.90 1.52 2.07
H -1.96 -0.04 1.24
H 0.79 2.02 2.31
H 2.24 1.58 4.07
H 2.68 0.05 6.09
H 0.08 -2.10 4.93
H -1.43 -1.44 3.08
H -1.88 -0.19 -1.49
```



No. 2
Entry from the OMol25 dataset: C18H16BCl2NO4 in the gas phase at a distorted geometry (ωB97M-V/def2-TZVPD).

Calculated values
- SMILES string = O=C(Cc1c(Cl)cccc1Cl)N[C@@H](Cc1coc2ccccc12)B(O)O
- charge = 0
- largest force on an atom (eV/A) = 4.17
- E (Eh) = -1996.5514
- HOMO energy (eV) = -8.34
- frontier orbital gap (Eh) = 0.323
- M (g mol⁻¹) = 392.0

XYZ file:
```
42
C18H16BCl2NO4 | the OMol25 dataset | ωB97M-V/def2-TZVPD
O 2.31 1.25 -1.99
C 2.25 0.23 -1.31
C 3.29 -0.23 -0.45
C 3.24 0.32 0.99
C 2.50 -0.38 1.94
Cl 1.98 -2.01 1.65
C 2.43 0.12 3.25
C 2.84 1.40 3.44
C 3.45 2.16 2.46
C 3.65 1.59 1.23
Cl 4.38 2.66 -0.02
N 1.22 -0.70 -1.42
C -0.01 -0.26 -2.05
C -0.78 0.76 -1.17
C -1.51 0.18 0.02
C -1.34 0.78 1.25
O -2.14 0.24 2.25
C -3.00 -0.60 1.48
C -4.21 -1.21 1.79
C -4.83 -2.05 0.96
C -4.32 -2.25 -0.40
C -3.23 -1.56 -0.82
C -2.59 -0.73 0.12
B -0.25 0.35 -3.50
O 0.46 1.42 -4.01
O -1.31 -0.15 -4.20
H 3.28 -1.28 -0.38
H 4.32 -0.13 -0.82
H 1.77 -0.25 3.98
H 2.61 1.83 4.42
H 3.61 3.21 2.54
H 1.06 -1.39 -0.66
H -0.58 -1.20 -2.17
H -1.48 1.27 -1.80
H -0.03 1.56 -0.89
H -0.62 1.59 1.31
H -4.59 -1.07 2.77
H -5.81 -2.55 1.18
H -4.77 -3.06 -0.94
H -2.82 -1.73 -1.77
H 1.14 1.51 -3.33
H -1.57 0.37 -4.94
```



No. 3
Entry from the OMol25 dataset: a gas-phase ion, NO4P (charge -2) at a distorted geometry (ωB97M-V/def2-TZVPD).

Calculated values
- SMILES string = O=NP(=O)([O-])[O-]
- energy relative to the best compared isomer or geometry (same formula, charge and spin) (kcal per mole) = 2.03
- charge = -2
- largest force on an atom (eV/A) = 2.59
- E (Eh) = -697.0522
- HOMO energy (alpha / beta) (eV) = 0.91 / 0.97
- frontier orbital gap (alpha / beta) (Eh) = 0.248 / 0.246
- M (g mol⁻¹) = 109.0

XYZ file:
```
6
NO4P | the OMol25 dataset | ωB97M-V/def2-TZVPD
O -0.35 -0.75 2.01
N -0.19 0.25 1.26
P 0.07 0.16 -0.58
O -0.05 1.62 -0.99
O -0.92 -0.85 -1.16
O 1.45 -0.43 -0.53
```



No. 4
Entry from the OMol25 dataset: C5H10O in the gas phase at a distorted geometry (ωB97M-V/def2-TZVPD).

Calculated values
- SMILES string = C[C@@H](O)C1CC1
- energy relative to the best compared isomer or geometry (same formula, charge and spin) (kcal per mole) = 70.53
- charge = 0
- largest force on an atom (eV/A) = 2.09
- E (Eh) = -271.6402
- HOMO energy (eV) = -8.03
- frontier orbital gap (Eh) = 0.332
- M (g mol⁻¹) = 86.1

XYZ file:
```
16
C5H10O | the OMol25 dataset | ωB97M-V/def2-TZVPD
C 1.02 1.95 -0.48
C 0.35 0.58 -0.41
O 1.11 -0.15 0.59
C -1.05 0.54 0.14
C -1.96 -0.62 0.10
C -1.01 -0.87 1.17
H 0.86 2.49 0.45
H 0.68 2.57 -1.32
H 2.09 1.78 -0.59
H 0.44 0.06 -1.37
H 1.53 -0.93 0.22
H -1.43 1.49 0.55
H -2.96 -0.42 0.44
H -1.88 -1.28 -0.76
H -0.38 -1.79 1.12
H -1.13 -0.57 2.20
```



No. 5
Entry from the OMol25 dataset: C3H3NO2 in the gas phase (ωB97M-V/def2-TZVPD).

Calculated values
- SMILES string = [H]/N=C1\COC1=O
- energy relative to the best compared isomer or geometry (same formula, charge and spin) (kcal per mole) = 42.22
- charge = 0
- largest force on an atom (eV/A) = 0.78
- E (Eh) = -321.3104
- HOMO energy (eV) = -10.83
- frontier orbital gap (Eh) = 0.393
- M (g mol⁻¹) = 85.1

XYZ file:
```
9
C3H3NO2 | the OMol25 dataset | ωB97M-V/def2-TZVPD
H -0.36 1.63 1.43
N -0.97 1.43 0.63
C -0.41 0.46 0.08
C 0.81 -0.39 0.33
O 0.46 -1.18 -0.83
C -0.67 -0.45 -1.12
O -1.45 -0.61 -2.00
H 0.80 -0.98 1.26
H 1.78 0.10 0.22
```



No. 6
Entry from the OMol25 dataset: 7 unconnected molecules or ions with the total composition C32H57N2O14S6 (ωB97M-V/def2-TZVPD).

Calculated values
- charge = +1
- largest force on an atom (eV/A) = 0.96
- E (Eh) = -4805.2361
- HOMO energy (eV) = -11.16
- frontier orbital gap (Eh) = 0.248
- M (g mol⁻¹) = 886.2

XYZ file:
```
111
C32H57N2O14S6 | the OMol25 dataset | ωB97M-V/def2-TZVPD
N 3.16 -1.41 2.72
C 3.37 -0.29 2.18
C 2.33 0.43 1.35
C 1.78 1.56 2.20
C 2.30 2.82 2.01
N 1.87 3.82 2.79
C 0.97 3.67 3.75
C 0.41 2.43 3.97
C 0.81 1.34 3.20
C 0.16 0.02 3.54
O -0.24 -0.13 4.66
O 0.06 -0.97 2.62
H 4.00 -1.66 3.24
H 4.31 0.27 2.32
H 2.78 0.84 0.44
H 1.54 -0.25 1.04
H 3.03 3.00 1.24
H 2.29 4.73 2.62
H 0.67 4.50 4.37
H -0.34 2.29 4.74
H -0.75 -0.88 2.10
C 2.80 -6.32 4.22
C 2.28 -5.95 2.82
C 3.43 -5.27 2.07
S 4.95 -5.92 2.77
O 5.65 -4.85 3.44
O 5.61 -6.75 1.80
C 4.17 -6.96 4.01
H 2.13 -6.99 4.75
H 2.91 -5.41 4.82
H 1.99 -6.86 2.30
H 1.41 -5.31 2.88
H 3.40 -5.48 1.01
H 3.43 -4.19 2.24
H 4.79 -6.98 4.90
H 4.08 -7.96 3.59
C -0.84 5.62 -2.25
C -0.91 6.81 -1.28
C -0.60 6.28 0.12
S 0.46 4.85 -0.12
O -0.23 3.66 0.35
O 1.80 5.15 0.37
C 0.45 4.88 -1.90
H -0.84 5.94 -3.29
H -1.71 4.97 -2.10
H -0.16 7.55 -1.57
H -1.88 7.30 -1.31
H -0.07 7.01 0.73
H -1.49 5.94 0.64
H 0.48 3.86 -2.28
H 1.33 5.43 -2.23
C 0.14 -2.87 -1.76
C 0.58 -3.70 -2.98
C 1.14 -5.03 -2.45
S 0.29 -5.34 -0.90
O 1.26 -5.30 0.18
O -0.60 -6.46 -1.04
C -0.65 -3.82 -0.88
H -0.46 -2.01 -2.05
H 1.02 -2.51 -1.22
H -0.29 -3.89 -3.61
H 1.32 -3.18 -3.58
H 0.94 -5.86 -3.13
H 2.20 -4.97 -2.24
H -0.76 -3.48 0.15
H -1.63 -4.03 -1.31
C -6.46 -4.67 -1.00
C -6.99 -4.30 -2.40
C -5.84 -3.61 -3.15
S -4.32 -4.26 -2.47
O -3.61 -3.19 -1.80
O -3.66 -5.10 -3.44
C -5.10 -5.30 -1.23
H -7.14 -5.35 -0.48
H -6.36 -3.77 -0.39
H -7.28 -5.21 -2.93
H -7.86 -3.65 -2.34
H -5.87 -3.82 -4.22
H -5.84 -2.53 -2.99
H -4.47 -5.33 -0.34
H -5.19 -6.30 -1.66
C 6.33 7.60 -3.57
C 6.29 7.23 -2.08
C 4.83 7.35 -1.62
S 3.82 7.04 -3.07
O 3.09 8.24 -3.40
O 3.12 5.78 -2.91
C 5.17 6.84 -4.22
H 7.28 7.34 -4.03
H 6.18 8.67 -3.69
H 6.63 6.20 -1.95
H 6.94 7.87 -1.49
H 4.58 6.63 -0.85
H 4.60 8.36 -1.27
H 4.88 7.23 -5.19
H 5.38 5.78 -4.29
C -4.97 1.24 0.64
C -5.68 0.74 1.90
C -6.45 -0.53 1.52
S -5.55 -1.26 0.15
O -6.39 -1.22 -1.03
O -4.93 -2.48 0.60
C -4.31 0.02 0.02
H -4.24 2.02 0.87
H -5.70 1.67 -0.05
H -4.95 0.50 2.67
H -6.35 1.49 2.31
H -6.50 -1.25 2.33
H -7.46 -0.30 1.17
H -4.04 0.15 -1.03
H -3.44 -0.31 0.60
```



No. 7
Entry from the OMol25 dataset: C10H13N in the gas phase at a distorted geometry (ωB97M-V/def2-TZVPD).

Calculated values
- SMILES string = C[C@H]1NCCc2ccccc21
- energy relative to the best compared isomer or geometry (same formula, charge and spin) (kcal per mole) = 24.59
- charge = 0
- largest force on an atom (eV/A) = 3.95
- E (Eh) = -443.5645
- HOMO energy (eV) = -8.76
- frontier orbital gap (Eh) = 0.358
- M (g mol⁻¹) = 147.2

XYZ file:
```
24
C10H13N | the OMol25 dataset | ωB97M-V/def2-TZVPD
C 1.00 2.06 0.87
C 1.22 0.96 -0.14
N 2.22 0.00 0.43
C 1.60 -1.05 1.25
C 0.34 -1.77 0.70
C -0.55 -0.90 -0.04
C -1.73 -1.38 -0.51
C -2.62 -0.67 -1.24
C -2.28 0.63 -1.59
C -1.06 1.17 -1.18
C -0.17 0.42 -0.41
H 1.89 2.84 0.85
H 0.14 2.62 0.60
H 0.82 1.70 1.93
H 1.60 1.40 -1.09
H 2.61 -0.53 -0.32
H 1.45 -0.63 2.32
H 2.43 -1.77 1.37
H 0.57 -2.66 -0.01
H -0.07 -2.43 1.58
H -2.00 -2.34 -0.16
H -3.64 -1.06 -1.44
H -2.94 1.26 -2.08
H -0.83 2.14 -1.69
```



No. 8
Entry from the OMol25 dataset: a molecular structure, C30H49Br14F3O4Si2 at a distorted geometry (ωB97M-V/def2-TZVPD).

Calculated values
- energy relative to the best compared isomer or geometry (same formula, charge and spin) (kcal per mole) = 0.00
- charge = 0
- largest force on an atom (eV/A) = 5.85
- E (Eh) = -38388.0161
- HOMO energy (eV) = -8.24
- frontier orbital gap (Eh) = 0.305
- M (g mol⁻¹) = 1705.5

XYZ file:
```
102
C30H49Br14F3O4Si2 | the OMol25 dataset | ωB97M-V/def2-TZVPD
C 1.25 -3.63 -1.17
C 1.26 -2.46 -0.08
O 2.26 -2.37 0.68
O 0.26 -1.46 0.07
C -1.09 -2.02 -0.06
C -1.64 -1.87 -1.56
C -2.85 -0.83 -1.74
C -2.66 0.57 -0.96
Si -1.90 1.99 -2.00
O -0.46 2.62 -1.21
Si 0.92 2.49 -2.23
C 1.50 0.63 -2.28
C 2.08 0.24 -3.73
C 3.28 -0.83 -3.72
F 3.84 -1.09 -2.43
Br 2.82 -2.58 -4.53
C 4.50 -0.20 -4.61
F 4.09 0.18 -5.91
F 5.07 0.90 -3.91
Br 5.89 -1.63 -4.84
C 2.40 3.61 -1.76
C 2.18 4.52 -0.47
O 1.07 4.97 -0.11
C 3.48 4.82 0.45
C 3.25 4.89 2.00
C 4.49 5.13 2.90
C 5.93 5.30 2.25
C 6.14 5.28 0.72
C 4.90 5.04 -0.17
H 2.32 -3.69 -1.60
H 0.51 -3.50 -2.02
H 1.10 -4.63 -0.62
H -1.01 -3.12 0.29
H -1.73 -1.47 0.71
H -0.77 -1.68 -2.30
H -2.06 -2.90 -1.86
H -2.91 -0.58 -2.86
H -3.88 -1.26 -1.46
H -2.07 0.51 0.01
H -3.73 0.91 -0.66
H -1.68 1.65 -3.41
H -2.86 3.12 -2.01
H 0.53 2.80 -3.61
H 0.56 0.00 -2.06
H 2.22 0.51 -1.41
H 2.37 1.18 -4.33
H 1.22 -0.25 -4.32
H 2.62 4.31 -2.65
H 3.33 2.94 -1.67
H 2.23 4.76 2.49
H 4.32 5.15 4.03
H 6.85 5.44 2.95
H 7.18 5.40 0.25
H 4.96 5.00 -1.31
Br -4.68 -4.63 -3.16
C -4.68 -3.38 -4.65
C -3.41 -3.48 -5.45
Br -1.94 -2.60 -4.53
H -4.85 -2.39 -4.23
H -5.54 -3.67 -5.26
H -3.51 -2.95 -6.40
H -3.10 -4.50 -5.64
Br 6.30 4.57 4.63
C 7.51 3.15 5.20
C 6.80 1.82 5.22
Br 5.64 1.66 6.78
H 7.92 3.45 6.17
H 8.31 3.15 4.46
H 7.51 1.01 5.32
H 6.17 1.66 4.35
Br -1.45 7.10 1.34
C -0.83 7.52 3.14
C 0.44 8.34 3.11
Br 1.99 7.23 2.68
H -0.72 6.57 3.67
H -1.64 8.09 3.59
H 0.65 8.76 4.09
H 0.42 9.14 2.37
Br -7.05 -6.57 -0.25
C -6.83 -5.56 1.40
C -6.21 -4.21 1.15
Br -4.29 -4.36 0.82
H -6.24 -6.19 2.07
H -7.84 -5.45 1.81
H -6.29 -3.58 2.03
H -6.64 -3.70 0.29
Br -10.38 -4.59 2.52
C -10.57 -4.80 0.59
C -11.72 -5.72 0.25
Br -11.24 -7.59 0.55
H -9.61 -5.15 0.21
H -10.76 -3.79 0.21
H -11.97 -5.65 -0.81
H -12.62 -5.52 0.84
Br 5.07 -1.44 4.80
C 5.06 -2.91 3.52
C 3.73 -3.62 3.51
Br 3.53 -4.78 5.06
H 5.89 -3.56 3.78
H 5.26 -2.45 2.55
H 3.65 -4.28 2.65
H 2.88 -2.93 3.51
```



No. 9
Entry from the OMol25 dataset: a molecular structure, C37H61N6O7Si4Ti (ωB97M-V/def2-TZVPD).

Calculated values
- energy relative to the best compared isomer or geometry (same formula, charge and spin) (kcal per mole) = 43.36
- charge = -1
- largest force on an atom (eV/A) = 0.71
- E (Eh) = -4309.4179
- <S²> = 2.035
- HOMO energy (alpha / beta) (eV) = -2.47 / -4.31
- frontier orbital gap (alpha / beta) (Eh) = 0.172 / 0.239
- spin multiplicity = 3
- M (g mol⁻¹) = 862.1

XYZ file:
```
116
C37H61N6O7Si4Ti | the OMol25 dataset | ωB97M-V/def2-TZVPD
Ti 0.14 0.08 0.00
O 4.07 0.07 3.51
C 3.89 -1.27 3.56
C 4.48 -2.05 4.55
C 4.24 -3.41 4.61
C 3.42 -4.02 3.68
C 2.84 -3.24 2.69
C 3.06 -1.87 2.61
C 2.39 -1.09 1.55
O 1.05 -1.31 1.34
N 2.98 -0.25 0.78
N 2.13 0.23 -0.17
C 2.70 0.69 -1.32
C 2.05 0.52 -2.57
C 2.59 1.14 -3.72
C 2.06 0.95 -4.99
C 0.97 0.11 -5.15
C 0.41 -0.52 -4.05
C 0.91 -0.33 -2.76
O 0.33 -0.97 -1.74
H 4.56 0.36 4.28
H 5.12 -1.57 5.29
H 4.71 -4.00 5.40
H 3.23 -5.08 3.71
H 2.21 -3.70 1.93
H 3.73 1.04 -1.27
H 3.45 1.79 -3.59
H 2.51 1.45 -5.84
H 0.54 -0.04 -6.14
H -0.45 -1.17 -4.15
N -0.64 -3.28 2.52
C -1.66 -4.11 1.86
C -2.80 -3.24 1.34
C -2.46 -2.37 0.13
N -1.71 -1.14 0.52
C -1.78 -3.19 -0.97
C -0.69 -4.18 -0.54
N 0.61 -3.53 -0.35
C -1.09 -4.96 0.72
H -1.07 -2.68 3.22
H 0.65 -2.20 1.56
H 0.02 -3.87 3.02
H -2.10 -4.80 2.59
H -3.21 -2.62 2.15
H -3.61 -3.92 1.04
H -3.41 -2.02 -0.29
H -1.86 -0.95 1.51
H -2.20 -0.37 0.04
H -1.39 -2.53 -1.73
H -2.58 -3.79 -1.43
H -0.63 -4.92 -1.35
H 0.72 -2.74 -0.98
H 1.36 -4.18 -0.54
H -0.24 -5.54 1.08
H -1.86 -5.69 0.45
N 1.21 4.11 -0.91
H 0.37 3.65 -0.57
H 1.82 3.34 -1.17
H 0.95 4.56 -1.78
C -2.31 4.24 3.74
Si -2.02 3.17 2.19
C -3.65 2.24 1.94
C -1.95 4.39 0.74
Si -0.17 1.72 2.25
Si -0.70 0.63 4.27
C -1.03 1.65 5.83
C -2.29 -0.43 4.15
C 0.64 -0.59 4.82
Si 1.59 3.19 2.88
C 2.14 2.98 4.69
C 1.17 5.02 2.70
C 3.16 2.96 1.86
H -2.58 5.26 3.45
H -1.44 4.30 4.40
H -3.14 3.83 4.33
H -4.46 2.97 1.86
H -3.88 1.58 2.77
H -3.64 1.66 1.01
H -2.85 5.02 0.79
H -1.96 3.88 -0.22
H -1.08 5.04 0.78
H -1.85 2.36 5.70
H -0.15 2.21 6.16
H -1.30 0.95 6.63
H -3.10 0.07 4.70
H -2.14 -1.40 4.63
H -2.68 -0.60 3.14
H 1.60 -0.10 5.00
H 0.82 -1.37 4.08
H 0.33 -1.07 5.75
H 1.43 3.45 5.38
H 3.10 3.49 4.81
H 2.27 1.93 4.97
H 0.30 5.33 3.27
H 1.01 5.26 1.64
H 2.03 5.60 3.03
H 3.53 1.94 1.86
H 3.93 3.61 2.30
H 3.00 3.28 0.83
O -2.85 0.98 -1.21
C -1.84 1.53 -1.65
O -0.69 1.47 -1.08
C -1.90 2.30 -2.93
C -0.74 2.74 -3.55
C -0.78 3.43 -4.76
C -2.02 3.65 -5.30
O -2.33 4.30 -6.47
C -3.75 4.24 -6.60
O -4.27 3.57 -5.46
C -3.18 3.21 -4.69
C -3.16 2.53 -3.51
H 0.21 2.50 -3.09
H 0.13 3.75 -5.26
H -4.00 3.67 -7.50
H -4.15 5.25 -6.63
H -4.06 2.17 -3.02
```



No. 10
Entry from the OMol25 dataset: 2 unconnected molecules or ions with the total composition C7H11NO5PS at a distorted geometry (ωB97M-V/def2-TZVPD).

Calculated values
- energy relative to the best compared isomer or geometry (same formula, charge and spin) (kcal per mole) = 48.20
- charge = -1
- largest force on an atom (eV/A) = 4.76
- E (Eh) = -1443.8974
- HOMO energy (eV) = -4.81
- frontier orbital gap (Eh) = 0.293
- M (g mol⁻¹) = 252.2

XYZ file:
```
26
C7H11NO5PS | the OMol25 dataset | ωB97M-V/def2-TZVPD
C -1.49 0.97 -0.64
C 0.74 1.84 -0.32
C 1.40 -2.22 -0.11
C 1.72 1.58 0.75
C 2.03 0.09 0.68
C -0.39 -0.92 1.18
C 0.82 -0.87 0.20
N -2.57 1.80 -0.80
O 1.07 2.18 -1.43
O 2.44 -2.71 0.20
O -0.41 1.48 0.13
O 0.65 -3.03 -0.95
O -1.84 -1.71 -1.15
P -1.86 -0.77 0.01
S -3.59 -0.67 1.02
H -0.89 0.83 -2.21
H 1.38 1.99 1.73
H 2.66 2.01 0.50
H 2.76 0.03 -0.18
H 2.50 -0.27 1.55
H -0.53 -1.86 1.62
H -0.51 0.03 1.81
H 0.35 -0.43 -0.73
H -3.12 1.97 -0.01
H -0.14 -2.73 -1.34
H -3.17 1.40 -1.52
```